Record 1
Below is the ion C3H7N2OS with charge +1, with properties calculated with ωB97M-V/def2-TZVPD.

Structure (XYZ):
```
14
Properties=species:S:1:pos:R:3:nbo_charge:R:1
C -0.967 -1.225 -1.227 -0.745
C -0.587 -0.162 -0.360 0.547
N -0.047 -0.309 0.827 -0.541
C 0.800 0.783 1.204 0.101
O 2.125 0.552 0.894 -0.702
S 0.032 2.236 0.352 0.488
N -0.719 1.110 -0.730 -0.639
H -0.129 -1.464 -1.836 0.285
H -1.918 -1.070 -1.774 0.278
H -1.268 -2.256 -0.963 0.298
H 0.129 -1.135 1.328 0.445
H 0.848 1.026 2.304 0.225
H 2.723 0.538 1.620 0.507
H -1.023 1.376 -1.640 0.452
```

## Properties
* LUMO: -3.59 eV
* total charge: +1
* E_HOMO: -13.8 eV
* energy relative to the best compared isomer or geometry (same formula, charge and spin): 29.5 kcal/mol

---

Record 2
Below is a cluster of 2 separate species, C3H7N2P in total, with properties calculated with ωB97M-V/def2-TZVPD.

Structure (XYZ):
```
13
Properties=species:S:1:pos:R:3:nbo_charge:R:1
C 1.255 0.982 0.935 0.079
C -0.274 1.066 1.200 -0.506
C -0.729 0.233 -0.076 -0.291
N 1.481 0.520 -0.278 -0.241
N 0.416 0.100 -0.850 -0.178
P 0.934 -2.538 -1.118 0.130
H 2.045 1.499 1.448 0.200
H -0.711 0.601 2.085 0.231
H -0.529 2.057 1.040 0.223
H -1.158 -0.762 0.260 0.226
H -1.521 0.950 -0.590 0.223
H 0.737 -2.265 0.217 -0.077
H 2.363 -2.090 -1.160 -0.019
```

## Properties
* LUMO (alpha / beta): -0.52 / -1.03 eV
* E_HOMO (alpha / beta): -8.7 / -7.9 eV
* energy relative to the best compared isomer or geometry (same formula, charge and spin): 60.9 kcal/mol

---

Record 3
Below is the ion C3H7N2S with charge +1, with properties calculated with ωB97M-V/def2-TZVPD.

Structure (XYZ):
```
13
Properties=species:S:1:pos:R:3:nbo_charge:R:1
N 1.434 0.698 0.146 -0.689
C 0.192 0.251 -0.654 -0.267
C -0.341 -1.149 -0.433 0.068
N -1.454 -1.336 -0.019 -0.295
C -2.274 -0.223 0.171 -0.336
S -1.168 1.287 -0.025 0.178
H 1.164 1.639 0.457 0.462
H 2.298 0.591 -0.339 0.448
H 1.384 0.179 1.023 0.447
H 0.566 0.310 -1.706 0.245
H 0.256 -1.990 -0.837 0.218
H -2.941 -0.224 -0.762 0.259
H -2.878 -0.246 1.081 0.263
```

## Properties
* LUMO: -3.92 eV
* total charge: +1
* E_HOMO: -14.0 eV
* energy relative to the best compared isomer or geometry (same formula, charge and spin): 40.1 kcal/mol

---

Record 4
Below is a structure of composition C3H7N2Si, with properties calculated with ωB97M-V/def2-TZVPD.

Structure (XYZ):
```
13
Properties=species:S:1:pos:R:3:nbo_charge:R:1
C -0.121 1.717 -0.730 -0.010
C -0.888 0.607 -0.396 -0.043
C 1.118 0.240 0.344 0.259
N 1.108 1.539 -0.144 -0.470
N -0.045 -0.294 0.190 -0.597
Si -0.553 -2.037 0.481 0.996
H -0.445 2.650 -1.106 0.258
H -1.804 0.355 -0.644 0.234
H 1.919 -0.219 0.769 0.230
H 1.980 2.052 -0.073 0.462
H 0.803 -2.761 0.873 -0.073
H -1.527 -1.994 -1.003 -0.088
H -1.546 -1.855 1.438 -0.155
```

## Properties
* LUMO: -3.79 eV
* total charge: +1
* E_HOMO: -14.4 eV
* energy relative to the best compared isomer or geometry (same formula, charge and spin): 24.9 kcal/mol

---

Record 5
Below is the molecule C3H7N3, with properties calculated with ωB97M-V/def2-TZVPD.

Structure (XYZ):
```
13
Properties=species:S:1:pos:R:3:nbo_charge:R:1
H 2.917 0.887 0.169 0.342
N 1.873 0.870 0.166 -0.723
C 1.632 -0.374 -0.077 0.265
N 0.437 -1.024 -0.060 -0.447
N -0.757 -0.473 -0.476 -0.271
C -1.711 -0.150 0.449 -0.244
C -1.055 0.926 -0.335 -0.266
H 2.435 -1.143 -0.253 0.141
H 0.570 -1.964 -0.342 0.380
H -1.595 -0.303 1.566 0.204
H -2.737 -0.385 0.109 0.188
H -0.400 1.564 0.166 0.231
H -1.608 1.570 -1.082 0.200
```

## Properties
* LUMO: 0.95 eV
* E_HOMO: -8.4 eV
* energy relative to the best compared isomer or geometry (same formula, charge and spin): 71.4 kcal/mol

---

Record 6
Below is the molecule C3H7N3, with properties calculated with ωB97M-V/def2-TZVPD.

Structure (XYZ):
```
13
Properties=species:S:1:pos:R:3:nbo_charge:R:1
H -0.063 -3.194 -0.725 0.313
N -0.850 -2.539 -0.768 -0.633
C -0.543 -1.350 -0.450 0.091
C 0.755 -0.875 -0.041 -0.408
C 1.103 0.380 0.303 0.060
N 0.361 1.526 0.299 -0.445
N -1.020 1.525 0.079 -0.655
H -1.344 -0.625 -0.493 0.189
H 1.542 -1.619 -0.008 0.208
H 2.129 0.577 0.592 0.201
H 0.762 2.318 0.797 0.364
H -1.552 1.581 0.948 0.351
H -1.280 2.295 -0.532 0.362
```

## Properties
* LUMO: 0.68 eV
* E_HOMO: -8.1 eV
* energy relative to the best compared isomer or geometry (same formula, charge and spin): 42.6 kcal/mol

---

Record 7
Below is the molecule C3H7N3, with properties calculated with ωB97M-V/def2-TZVPD.

Structure (XYZ):
```
13
Properties=species:S:1:pos:R:3:nbo_charge:R:1
C 3.174 -0.107 0.027 -0.186
N 2.028 0.461 0.110 -0.197
N 0.933 -0.249 -0.101 -0.429
C -0.361 0.257 -0.055 0.265
N -1.436 -0.477 0.134 -0.485
C -2.765 0.126 0.037 -0.435
H 3.169 -1.206 0.048 0.146
H 4.121 0.511 0.174 0.206
H 1.051 -1.297 -0.159 0.365
H -0.468 1.397 -0.214 0.161
H -3.314 -0.603 -0.683 0.206
H -2.794 1.152 -0.345 0.178
H -3.339 0.035 1.027 0.205
```

## Properties
* LUMO: 1.18 eV
* E_HOMO: -8.6 eV
* energy relative to the best compared isomer or geometry (same formula, charge and spin): 51.8 kcal/mol

---

Record 8
Below is a cluster of 2 separate species, C3H7N3 in total, with properties calculated with ωB97M-V/def2-TZVPD.

Structure (XYZ):
```
13
Properties=species:S:1:pos:R:3:nbo_charge:R:1
C -2.524 0.082 -0.514 0.079
C 0.780 1.698 0.408 -0.409
C 0.597 -0.501 -0.398 0.009
N -2.829 0.152 0.575 -0.324
N 1.201 -1.750 -0.196 -0.783
N 0.549 0.408 0.547 -0.415
H 0.549 2.323 1.195 0.176
H 1.147 2.136 -0.477 0.180
H -2.337 -0.007 -1.568 0.232
H 0.718 -0.156 -1.369 0.161
H 0.851 -2.001 0.899 0.330
H 0.654 -2.498 -0.658 0.363
H 0.644 0.114 1.555 0.403
```

## Properties
* LUMO (alpha / beta): 0.89 / 0.90 eV
* E_HOMO (alpha / beta): -6.2 / -6.3 eV
* energy relative to the best compared isomer or geometry (same formula, charge and spin): 96.9 kcal/mol

---

Record 9
Below is a cluster of 2 separate species, C3H7N3 in total, with properties calculated with ωB97M-V/def2-TZVPD.

Structure (XYZ):
```
13
Properties=species:S:1:pos:R:3:nbo_charge:R:1
N -0.601 -0.327 1.097 -0.474
C -0.049 -0.977 0.011 0.336
N 1.073 -1.662 0.319 -0.810
C -0.119 2.238 0.408 -0.167
C -0.363 -0.711 -1.317 -0.613
N 0.467 1.130 0.419 -0.186
H -1.552 -0.022 0.893 0.346
H 1.565 -2.197 -0.375 0.397
H 1.427 -1.538 1.256 0.401
H 0.503 3.092 0.681 0.210
H -1.185 2.415 0.288 0.178
H 0.087 -1.285 -2.114 0.194
H -1.254 -0.157 -1.566 0.186
```

## Properties
* LUMO (alpha / beta): -0.48 / -0.15 eV
* E_HOMO (alpha / beta): -7.2 / -7.3 eV
* energy relative to the best compared isomer or geometry (same formula, charge and spin): 110.3 kcal/mol

---

Record 10
Below is the molecule C3H7N3, with properties calculated with ωB97M-V/def2-TZVPD.

Structure (XYZ):
```
13
Properties=species:S:1:pos:R:3:nbo_charge:R:1
C -1.178 0.727 -0.966 -0.125
C -0.354 1.173 1.460 -0.072
C 0.243 0.418 -1.030 -0.444
N 0.258 0.061 1.401 -0.409
N 0.714 -0.475 0.069 -0.159
N 0.133 -1.786 0.127 -0.667
H -1.323 1.756 -1.517 0.153
H -0.637 1.644 2.317 0.156
H 0.446 -0.201 -2.007 0.212
H 1.010 1.296 -0.843 0.254
H 0.769 -0.712 1.989 0.402
H 0.765 -2.231 -0.626 0.360
H -0.845 -1.670 -0.372 0.340
```

## Properties
* LUMO (alpha / beta): 1.10 / -0.74 eV
* ⟨S²⟩: 2.02
* E_HOMO (alpha / beta): -6.9 / -8.3 eV
* energy relative to the best compared isomer or geometry (same formula, charge and spin): 120.6 kcal/mol
* multiplicity: 3

---

Record 11
Below is the ion C3H7N3 with charge +2, with properties calculated with ωB97M-V/def2-TZVPD.

Structure (XYZ):
```
13
Properties=species:S:1:pos:R:3:nbo_charge:R:1
C 0.882 1.030 0.420 0.412
C -0.411 -0.625 1.488 -0.174
C -0.299 -0.047 -2.096 -0.509
N -0.716 -1.024 0.103 0.134
N 0.566 0.451 1.450 -0.477
N -0.199 -0.272 -0.699 0.086
H 1.524 1.904 0.087 0.346
H -1.341 -0.431 2.150 0.354
H 0.026 -1.505 2.074 0.329
H -0.604 1.011 -2.314 0.310
H -1.059 -0.823 -2.499 0.314
H 0.639 -0.332 -2.652 0.320
H 0.992 0.663 2.488 0.553
```

## Properties
* LUMO: -11.24 eV
* total charge: +2
* E_HOMO: -21.8 eV
* energy relative to the best compared isomer or geometry (same formula, charge and spin): 115.8 kcal/mol

---

Record 12
Below is a cluster of 2 separate species, C3H7N3 in total, with properties calculated with ωB97M-V/def2-TZVPD.

Structure (XYZ):
```
13
Properties=species:S:1:pos:R:3:nbo_charge:R:1
C 0.099 0.096 -0.851 0.099
C -1.402 0.803 1.124 0.422
C 0.885 -1.038 -1.171 0.355
N -0.599 0.268 0.203 -0.363
N 1.926 -1.625 -1.002 -0.618
N -1.246 1.675 2.071 -0.628
H 0.345 0.735 -1.755 0.286
H -2.310 0.391 1.139 0.234
H -0.326 -1.528 -2.609 0.328
H 2.668 -1.475 -0.291 0.480
H 2.276 -2.399 -1.683 0.499
H -1.957 1.914 2.719 0.466
H -0.359 2.184 2.105 0.440
```

## Properties
* LUMO (alpha / beta): -10.60 / -10.61 eV
* total charge: +2
* E_HOMO (alpha / beta): -19.7 / -19.7 eV
* energy relative to the best compared isomer or geometry (same formula, charge and spin): 113.2 kcal/mol

---

Record 13
Below is a cluster of 2 separate species, C3H7N3 in total, with properties calculated with ωB97M-V/def2-TZVPD.

Structure (XYZ):
```
13
Properties=species:S:1:pos:R:3:nbo_charge:R:1
C 2.173 -0.187 -0.220 0.480
C -2.398 0.068 0.071 0.828
C 2.298 0.302 -1.418 -0.382
N -1.366 -0.017 -0.522 -0.518
N 2.189 -0.358 1.028 -0.632
N -3.411 0.261 0.756 -0.779
H 1.578 1.017 -1.711 0.293
H 2.818 -0.106 -2.261 0.328
H -0.571 -0.526 -0.843 0.478
H 2.781 0.192 1.694 0.478
H 1.908 -1.198 1.365 0.439
H -3.781 -0.386 1.372 0.476
H -4.219 0.938 0.691 0.513
```

## Properties
* LUMO: -8.51 eV
* total charge: +2
* E_HOMO: -20.3 eV
* energy relative to the best compared isomer or geometry (same formula, charge and spin): 50.5 kcal/mol

---

Record 14
Below is the molecule C3H7N3O, with properties calculated with ωB97M-V/def2-TZVPD.

Structure (XYZ):
```
14
Properties=species:S:1:pos:R:3:nbo_charge:R:1
H 0.804 -0.160 -4.013 0.347
N 0.832 -0.610 -3.101 -0.686
C 0.047 -0.020 -2.297 0.282
N -0.067 -0.483 -0.994 -0.652
C -0.516 0.346 0.036 0.790
O -0.966 1.459 -0.163 -0.635
N -0.370 -0.214 1.279 -0.630
C -0.086 0.624 2.428 -0.413
H -0.581 0.851 -2.494 0.189
H 0.598 -1.212 -0.770 0.401
H -0.096 -1.183 1.329 0.386
H 0.033 1.651 2.076 0.231
H 0.852 0.299 2.892 0.194
H -0.882 0.603 3.179 0.197
```

## Properties
* LUMO: 0.78 eV
* E_HOMO: -9.7 eV
* energy relative to the best compared isomer or geometry (same formula, charge and spin): 5.7 kcal/mol

---

Record 15
Below is the molecule C3H7N3O, with properties calculated with ωB97M-V/def2-TZVPD.

Structure (XYZ):
```
14
Properties=species:S:1:pos:R:3:nbo_charge:R:1
H 4.079 0.271 0.756 0.346
N 3.171 0.710 0.879 -0.692
C 2.269 -0.005 0.343 0.281
N 0.954 0.410 0.383 -0.648
C -0.090 -0.326 -0.167 0.788
O 0.062 -1.435 -0.649 -0.647
N -1.281 0.328 -0.096 -0.623
C -2.525 -0.267 -0.515 -0.417
H 2.386 -0.956 -0.181 0.190
H 0.782 1.276 0.874 0.403
H -1.305 1.287 0.208 0.387
H -2.363 -1.325 -0.721 0.240
H -2.907 0.206 -1.427 0.195
H -3.232 -0.174 0.313 0.197
```

## Properties
* LUMO: 0.77 eV
* E_HOMO: -9.6 eV
* energy relative to the best compared isomer or geometry (same formula, charge and spin): 2.7 kcal/mol

---

Record 16
Below is the molecule C3H7N3O, with properties calculated with ωB97M-V/def2-TZVPD.

Structure (XYZ):
```
14
Properties=species:S:1:pos:R:3:nbo_charge:R:1
C -2.817 -0.482 0.183 -0.722
N -1.346 -0.783 -0.190 -0.605
C -0.289 0.291 -0.195 0.781
O -0.575 1.437 -0.391 -0.532
N 0.970 -0.188 0.050 -0.650
C 2.097 0.641 0.082 0.272
N 3.240 0.117 0.211 -0.647
H -3.084 0.305 -0.539 0.152
H -2.720 0.032 1.153 0.141
H -1.393 -1.176 -1.131 0.429
H -1.049 -1.550 0.415 0.413
H 1.162 -1.178 0.143 0.416
H 1.842 1.699 -0.014 0.194
H 3.962 0.834 0.223 0.356
```

## Properties
* LUMO: 0.25 eV
* E_HOMO: -7.0 eV
* energy relative to the best compared isomer or geometry (same formula, charge and spin): 87.1 kcal/mol

---

Record 17
Below is a cluster of 2 separate species, C3H7N3O in total, with properties calculated with ωB97M-V/def2-TZVPD.

Structure (XYZ):
```
14
Properties=species:S:1:pos:R:3:nbo_charge:R:1
N -2.386 -0.971 -0.398 -0.821
C -1.741 -0.216 0.633 -0.044
N -0.412 0.284 0.313 -0.622
C 0.078 0.722 -0.708 0.874
O 0.472 1.090 -1.738 -0.500
H -1.845 -1.784 -0.666 0.364
H -2.567 -0.413 -1.220 0.361
H -2.371 0.640 0.895 0.194
H -1.621 -0.847 1.519 0.196
C 2.466 0.691 0.372 -0.074
N 2.931 -0.283 -0.268 -0.598
H 1.602 0.596 1.122 0.173
H 2.820 1.683 0.112 0.165
H 2.573 -1.193 0.031 0.330
```

## Properties
* LUMO: 0.67 eV
* E_HOMO: -9.7 eV
* energy relative to the best compared isomer or geometry (same formula, charge and spin): 49.1 kcal/mol